#A
Computed, not measured: the molecule C6H8N2O, with ωB97M-V with the def2-TZVPD basis set.

**Molecular weight**: 124.14 Da
**Frontier orbital gap**: 0.3672 Eh
**SMILES string**: CC(=O)c1nccn1C
**E_HOMO**: -9.43 eV

CARTESIAN COORDINATES (ANGSTROEM)
O 0.991 2.582 -0.610
N -1.516 1.291 -0.685
N -0.504 -0.633 -0.245
C -0.439 0.753 -0.348
C -2.410 0.250 -0.807
C 0.491 -1.606 0.076
C -1.891 -0.895 -0.502
C 1.829 1.021 0.982
C 0.811 1.523 -0.075
H -0.072 -2.496 -0.064
H 2.617 0.158 0.340
H 2.660 1.775 1.138
H 0.634 -1.579 0.972
H 1.338 0.521 1.831
H -2.219 -1.881 -0.423
H -3.609 0.633 -0.918
H 1.289 -1.417 -0.663

---

#B
Computed, not measured: the molecule C6H8N2O, with ωB97M-V with the def2-TZVPD basis set.

**Molecular weight**: 124.14 Da
**Frontier orbital gap**: 0.3098 Eh
**SMILES string**: O=C1CCN2CC=CN12
**E_HOMO**: -7.52 eV

CARTESIAN COORDINATES (ANGSTROEM)
O 2.443 0.295 -1.615
N 0.735 0.622 -0.152
N -0.111 -0.182 0.724
C -1.091 1.850 0.314
C 1.608 -0.205 -0.923
C -1.266 0.648 1.108
C 0.016 1.802 -0.435
C -0.245 -1.488 0.256
C 1.044 -1.649 -0.633
H -1.721 2.645 0.111
H -1.086 1.031 2.148
H -0.103 -2.171 1.083
H -2.209 0.265 0.918
H 0.302 2.627 -1.062
H -1.107 -1.679 -0.257
H 1.778 -2.188 -0.067
H 1.011 -2.222 -1.518

---

#C
Computed, not measured: the molecule C6H8N2O, with ωB97M-V with the def2-TZVPD basis set.

**Molecular weight**: 124.14 Da
**Frontier orbital gap (spin up / spin down)**: 0.2502 / 0.2486 Eh
**E_HOMO (spin up / spin down)**: -6.72 / -6.87 eV

CARTESIAN COORDINATES (ANGSTROEM)
O -1.213 -1.555 0.783
N -2.599 0.502 0.137
N 1.641 0.185 -0.523
C 0.845 -0.747 0.030
C 1.460 -1.991 0.553
C -0.312 2.881 -0.901
C -0.560 -0.614 0.228
C -1.254 0.606 -0.061
C -0.716 1.803 -0.530
H -2.814 -0.395 0.579
H 2.307 -1.780 1.205
H 1.777 -2.645 -0.262
H 1.248 1.057 -0.842
H 0.095 3.794 -1.224
H -3.183 1.317 0.206
H 2.636 0.048 -0.526
H 0.643 -2.465 1.149

---

Most stable: #B

---

#A
Computed, not measured: a cluster of 3 separate species, C2H9NO3 in total, with ωB97M-V with the def2-TZVPD basis set.

**Molecular weight**: 95.10 Da
**Frontier orbital gap**: 0.1450 Eh
**E_HOMO**: -9.08 eV

CARTESIAN COORDINATES (ANGSTROEM)
O -1.254 -0.208 2.432
O -1.379 -1.494 0.389
O 2.651 0.273 -0.416
N 0.362 1.114 -1.501
C -0.319 -0.980 -0.363
C -0.538 0.525 -0.472
H 0.710 -1.363 -0.092
H -0.614 -1.461 -1.330
H 0.047 1.972 -1.874
H -1.272 -0.803 1.565
H -0.521 0.907 0.545
H 1.337 1.011 -1.276
H 3.356 0.745 0.031
H -1.576 0.609 -0.744
H -0.992 -0.846 3.105

---

#B
Computed, not measured: a cluster of 3 separate species, C2H9NO3 in total, with ωB97M-V with the def2-TZVPD basis set.

**Molecular weight**: 95.10 Da
**Frontier orbital gap**: 0.3851 Eh
**SMILES string**: C=N.CO.OO
**E_HOMO**: -9.51 eV

CARTESIAN COORDINATES (ANGSTROEM)
O 2.220 1.262 0.049
O 1.173 1.077 -0.905
O -0.960 0.787 0.577
N 0.367 -1.481 0.824
C 1.078 -1.674 -0.200
C -2.197 0.639 -0.081
H -0.551 -0.144 0.797
H 2.689 2.036 -0.297
H 0.763 -1.816 1.708
H 0.312 1.103 -0.326
H -2.580 1.634 -0.306
H 2.016 -2.230 -0.216
H -2.092 0.076 -1.015
H 0.679 -1.388 -1.166
H -2.918 0.119 0.557

---

#C
Computed, not measured: a cluster of 3 separate species, C2H9NO3 in total, with ωB97M-V with the def2-TZVPD basis set.

**Molecular weight**: 95.10 Da
**Frontier orbital gap**: 0.3860 Eh
**SMILES string**: NCC=O.O.O
**E_HOMO**: -9.99 eV

CARTESIAN COORDINATES (ANGSTROEM)
O 0.652 0.552 -2.185
O -1.839 0.219 3.358
O 2.093 -3.535 -1.413
N -0.484 1.666 1.018
C -0.284 0.642 -0.015
C -0.156 1.055 -1.456
H 0.051 2.484 0.817
H -1.081 -0.084 0.138
H 1.932 -2.698 -1.868
H 2.346 -3.234 -0.531
H -1.271 0.937 3.051
H -1.457 1.876 1.152
H -1.253 -0.547 3.397
H 0.616 0.081 0.211
H -0.838 1.842 -1.829

---

Most stable: #C

---

#A
Computed, not measured: a structure of composition C3H6O3P, with ωB97M-V with the def2-TZVPD basis set.

**Molecular weight**: 121.05 Da
**Frontier orbital gap**: 0.2718 Eh
**Charge**: -1
**E_HOMO**: -3.50 eV

CARTESIAN COORDINATES (ANGSTROEM)
P -0.405 -1.137 -0.834
O 0.846 -1.624 -1.492
O 0.222 0.617 0.365
O -1.103 -1.965 0.160
C -1.450 -0.203 -1.933
C 0.970 0.402 1.311
C 1.468 1.338 2.197
H -0.901 0.489 -2.494
H 1.382 2.462 2.236
H -1.858 -0.849 -2.634
H -2.308 0.262 -1.495
H 1.148 -0.661 1.572
H 1.989 0.870 3.041

---

#B
Computed, not measured: a cluster of 2 separate species, C3H6O3P in total, with ωB97M-V with the def2-TZVPD basis set.

**Molecular weight**: 121.05 Da
**Frontier orbital gap**: 0.2767 Eh
**Charge**: -1
**E_HOMO**: -3.63 eV

CARTESIAN COORDINATES (ANGSTROEM)
P 0.233 1.037 -1.136
O 0.917 2.112 -0.451
O -0.492 -0.675 0.446
O 1.018 0.221 -2.104
C 0.942 -1.986 1.874
C 0.648 -1.115 0.874
C -1.570 1.481 -1.130
H 1.970 -2.345 2.069
H 1.619 -0.888 0.304
H -1.657 2.354 -0.545
H -1.963 1.679 -2.171
H -1.836 0.624 -0.483
H 0.170 -2.501 2.454

---

#C
Computed, not measured: a structure of composition C3H6O3P, with ωB97M-V with the def2-TZVPD basis set.

**Molecular weight**: 121.05 Da
**Frontier orbital gap**: 0.2981 Eh
**Charge**: -1
**E_HOMO**: -4.44 eV

CARTESIAN COORDINATES (ANGSTROEM)
P -2.031 0.007 0.022
O -2.730 -1.328 0.137
O -2.841 1.282 -0.105
O 1.700 -0.070 -0.092
C -0.576 0.036 1.217
C -0.510 0.077 -1.158
C 0.368 -0.481 0.078
H -0.503 -0.497 -2.066
H -0.866 -0.504 2.075
H -0.053 1.078 -1.465
H 0.549 -1.582 0.207
H -0.401 1.129 1.312
H 1.769 0.835 -0.466

---

Most stable: #A

---

#A
Computed, not measured: the molecule C16H19N3O4S, with ωB97M-V with the def2-TZVPD basis set.

**Molecular weight**: 349.41 Da
**Frontier orbital gap**: 0.3384 Eh
**SMILES string**: CCOC(=O)c1ccc(NC(=O)C[C@H]2S/C(=N\C)N(C)C2=O)cc1
**E_HOMO**: -8.94 eV

CARTESIAN COORDINATES (ANGSTROEM)
S 3.762 0.338 1.661
O -5.356 0.744 1.025
O -4.711 -0.958 -0.293
O 1.946 0.637 -1.171
O 5.110 0.849 -1.917
N 0.842 2.043 0.243
N 4.332 -0.835 -0.597
N 3.424 -2.291 0.933
C 4.304 1.386 0.282
C -0.459 1.535 0.238
C -6.044 -1.467 -0.300
C -4.497 0.169 0.401
C -0.828 0.399 -0.480
C -2.131 -0.053 -0.433
C 4.627 0.460 -0.883
C 3.210 2.376 -0.126
C 3.792 -1.138 0.626
C 4.451 -1.868 -1.599
C -1.416 2.208 1.000
C -6.899 -0.776 -1.353
C 1.937 1.588 -0.423
C -3.087 0.618 0.325
C -2.716 1.755 1.041
C 2.873 -2.611 2.208
H 2.820 -1.742 2.875
H 5.206 1.925 0.582
H 3.460 -2.229 -1.870
H -7.001 0.279 -1.113
H -0.092 -0.121 -1.069
H 3.531 2.875 -1.045
H 4.940 -1.425 -2.465
H -6.440 -0.873 -2.333
H -1.133 3.088 1.560
H -6.482 -1.326 0.694
H -2.416 -0.932 -0.988
H -5.939 -2.532 -0.513
H -7.886 -1.230 -1.375
H 0.967 2.848 0.843
H 1.873 -3.018 2.057
H 3.062 3.119 0.658
H 3.491 -3.385 2.666
H -3.465 2.267 1.626
H 5.038 -2.695 -1.202

---

#B
Computed, not measured: the molecule C16H19N3O4S, with ωB97M-V with the def2-TZVPD basis set.

**Molecular weight**: 349.41 Da
**Frontier orbital gap**: 0.2919 Eh
**SMILES string**: COCCNC(=O)CSc1nccn1Cc1ccc2c(c1)OCO2
**E_HOMO**: -7.32 eV

CARTESIAN COORDINATES (ANGSTROEM)
S -0.745 2.067 -0.636
O -3.128 -1.065 -0.887
O -4.140 2.522 -0.853
O 4.812 2.377 -0.217
O 6.297 0.271 0.293
N 0.102 -0.647 0.150
N -3.664 1.036 0.548
N -1.171 0.101 1.401
C 6.226 1.882 0.341
C 2.416 -0.553 -0.712
C -4.716 0.283 0.355
C -0.691 0.551 0.259
C -2.698 -2.314 -1.109
C 4.640 -1.287 -0.139
C 0.029 -1.533 0.921
C 3.446 -1.440 -0.686
C 5.014 -0.038 -0.153
C 2.855 0.938 -0.535
C -2.007 2.838 0.073
C 1.044 -0.928 -1.089
C -3.406 2.135 -0.075
C 4.049 1.125 -0.071
C -0.787 -0.861 1.987
C -4.081 -1.008 0.121
H -1.207 -1.399 2.884
H 2.113 1.696 -0.545
H -5.088 -1.725 -0.109
H 0.689 -0.013 -1.872
H 6.871 2.492 -0.398
H -3.630 -3.051 -1.492
H -1.960 -2.237 -1.845
H 0.859 -1.808 -1.650
H -5.248 0.714 -0.260
H 6.299 2.178 1.479
H -2.370 -2.679 -0.091
H 5.394 -2.189 -0.059
H -2.912 1.051 1.347
H 3.017 -2.450 -0.833
H 0.526 -2.585 1.020
H -5.475 0.301 1.025
H -1.965 3.850 -0.307
H -3.892 -1.355 1.167
H -1.721 2.757 1.251

---

Most stable: #A